Here is a cluster of 4 separate species, C6H21NO3 in total at a distorted geometry from the Open Molecules 2025 dataset. Energies are from ωB97M-V/def2-TZVPD.

Summary:
SMILES: CC(C)C[C@H](C)N.O.O.O
ΔE to the lowest compared entry with this formula, charge and spin (kcal per mole): 10.4
Largest force on an atom (hartree/bohr): 0.0471
Kohn-Sham gap (Eh): 0.333
Charge: 0

Each line ends with the Mulliken charge.
Atoms and positions in Å:
1 C 0.863 1.145 -2.076  -1.620
2 C 0.003 0.055 -1.490  1.643
3 C -0.308 -0.968 -2.608  -1.832
4 C -1.299 0.588 -0.890  -1.417
5 C -1.309 0.599 0.649  2.056
6 C -1.857 -0.685 1.216  -1.442
7 N -2.056 1.753 1.122  -0.610
8 H 1.876 0.994 -2.455  0.407
9 H 1.062 1.892 -1.298  0.320
10 H 0.349 1.579 -2.929  0.417
11 H 0.485 -0.531 -0.713  -0.216
12 H -0.865 -0.445 -3.396  0.404
13 H -0.878 -1.850 -2.327  0.368
14 H 0.626 -1.204 -3.124  0.410
15 H -2.245 0.137 -1.202  0.381
16 H -1.426 1.625 -1.208  0.374
17 H -0.275 0.691 0.989  -1.064
18 H -1.940 -0.760 2.303  0.442
19 H -1.143 -1.496 1.033  0.290
20 H -2.800 -0.970 0.754  0.412
21 H -2.632 1.600 1.934  0.209
22 H -1.656 2.672 1.078  0.186
23 O 1.902 1.189 2.209  -0.612
24 H 2.714 1.333 2.684  0.256
25 H 1.035 1.448 2.517  0.262
26 O 1.137 -2.733 2.161  -0.653
27 H 1.062 -3.412 1.479  0.306
28 H 1.796 -2.165 1.722  0.349
29 O 2.483 -0.898 0.354  -0.644
30 H 3.380 -0.891 0.688  0.284
31 H 1.914 -0.290 0.826  0.335